(1)
C3H7IO2S2 | the ωB97M-V functional and the def2-TZVPD basis

Cartesian coordinates (Å):
C 1.4484 -1.0541 1.5092
C 0.4456 -1.2719 0.4049
C 0.5792 -0.1501 -0.6487
O -3.7016 1.6669 -1.5408
O -2.1228 1.5111 0.4464
S -0.6297 -0.2969 -2.0205
S -2.3556 1.6392 -0.9950
I -1.1028 3.5715 -1.8373
H 1.1923 -1.9496 2.1309
H 2.5711 -1.1384 1.2274
H 1.3198 -0.0483 1.9212
H -0.6023 -1.0990 0.8802
H 0.7963 -2.2097 -0.0925
H 0.6427 0.8689 -0.1528
H 1.5194 -0.0396 -1.2324

Atoms 1-2, force components in eV/Å:
1.4 -1.0 0.2
0.3 1.6 -1.0

## Properties
HOMO (spin up / spin down)	-9.60 / -9.50	eV
strongest force on any atom	2.64	eV/Å
DFT total energy	-37087.7098	eV
frontier orbital gap (spin up / spin down)	6.578 / 6.633	eV


(2)
C3H7O | the ωB97M-V functional and the def2-TZVPD basis

Cartesian coordinates (Å):
O 0.8457 1.7127 -0.0861
H 0.1633 1.2950 -0.5731
C -1.4447 -0.4406 -0.6465
C -0.5493 -0.7417 0.3674
C 0.8448 -1.0187 0.4090
H -2.4482 -0.1918 -0.4770
H 1.4981 1.0276 0.0763
H -1.0804 0.0637 -1.5575
H -0.9179 -0.3079 1.3869
H 1.4254 -0.8309 1.3325
H 1.4891 -1.5515 -0.2795

Atoms 1-2, force components in eV/Å:
1.5 2.4 0.4
-1.1 -1.0 -0.5

## Properties
HOMO	-1.30	eV
energy above the lowest of the compared OMol25 structures with the same formula, charge and spin	1.8277	eV
strongest force on any atom	2.86	eV/Å
DFT total energy	-5269.8613	eV
charge	-1
frontier orbital gap	6.241	eV


(3)
C5H14O2 | the ωB97M-V functional and the def2-TZVPD basis

Cartesian coordinates (Å):
C 2.8738 -0.3218 -1.2141
C 1.5229 0.3480 -0.9614
C 0.4192 -0.3254 -0.5914
C -0.8729 0.2329 -0.0412
C 1.6240 1.8606 -1.0049
H 3.5081 -0.2836 -0.3734
H 3.2235 -0.0262 -2.2762
H 2.7405 -1.3393 -1.3595
H 0.3587 -1.4272 -0.3940
H -0.7044 0.9685 0.8302
H -1.3484 0.9187 -0.8021
H -1.5591 -0.5595 0.3110
H 0.7632 2.3761 -1.5634
H 2.4900 2.2505 -1.5365
H 1.6298 2.2182 0.0432
H -1.3720 -2.8874 2.6481
H 0.0712 -2.6208 3.1478
O -0.6114 -2.3781 2.4455
H -3.6576 0.0432 0.3715
H -3.7749 1.2137 1.3280
O -3.8600 0.9267 0.3674

Atoms 1-2, force components in eV/Å:
-2.2 0.8 -2.8
4.5 2.7 -1.1

## Properties
HOMO (spin up / spin down)	-14.56 / -14.56	eV
energy above the lowest of the compared OMol25 structures with the same formula, charge and spin	1.1163	eV
strongest force on any atom	5.90	eV/Å
DFT total energy	-9497.1010	eV
⟨S²⟩	0.75
multiplicity	2
charge	+1
frontier orbital gap (spin up / spin down)	10.576 / 6.445	eV


(4)
C45H61BBiGeN8O2S2Sb | the ωB97M-V functional and the def2-TZVPD basis

Cartesian coordinates (Å):
Bi -0.5790 -0.1642 -0.4855
C 0.9445 -1.8383 -4.2122
C 1.0986 -1.4682 -2.8978
N -0.0605 -0.9553 -2.4481
N -0.9492 -0.9858 -3.4323
C -0.3581 -1.5230 -4.5257
B -2.3906 -0.4473 -3.1849
N -2.9854 -1.2592 -2.0080
C -4.0843 -2.0429 -1.9908
C -4.2199 -2.5724 -0.7277
C -3.1558 -2.0700 -0.0106
N -2.4184 -1.2772 -0.8108
N -2.2558 1.0291 -2.7377
C -2.7508 2.1395 -3.3245
C -2.3694 3.2313 -2.5783
C -1.6301 2.7148 -1.5364
N -1.5727 1.3750 -1.6566
N -3.3352 -0.5430 -4.4293
C -4.6248 -0.1391 -4.4523
C -5.1405 -0.3742 -5.7052
C -4.1035 -0.9319 -6.4173
N -3.0213 -1.0233 -5.6218
H 1.6875 -2.2821 -4.8610
H 1.9972 -1.5653 -2.3038
H -0.7952 -1.6921 -5.4930
H -4.7438 -2.2316 -2.8261
H -4.9929 -3.2418 -0.3750
H -2.9301 -2.2709 1.0279
H -3.3400 2.1711 -4.2300
H -2.5974 4.2710 -2.7707
H -1.1606 3.2786 -0.7418
H -5.1561 0.2972 -3.6155
H -6.1427 -0.1660 -6.0545
H -4.1330 -1.2518 -7.4500
O -0.5790 1.6245 0.6553
H -1.3293 2.2561 0.7924
H 0.1713 2.0152 1.1701
C -6.2344 2.4472 -1.5641
O -4.9184 1.9412 -1.4263
C -4.6261 1.0713 -0.4303
S -5.7829 0.5600 0.6867
S -3.0050 0.6093 -0.4855
H -6.2397 3.1208 -2.4270
H -6.5316 3.0391 -0.6923
H -6.9531 1.6487 -1.7750
C -3.5774 -1.7275 2.5934
C -2.5569 -0.8929 3.3803
C -2.5805 -1.3563 4.8527
C -2.9900 0.5789 3.3285
Sb -0.5790 -1.0599 2.3235
C -0.0177 -3.2277 2.3821
C 1.4804 -3.4062 2.0965
C -0.3595 -3.9162 3.7050
C -0.7845 -3.9115 1.2342
C 0.8576 0.2127 3.4780
C 2.3067 -0.1592 3.1315
C 0.6708 0.1313 4.9939
C 0.6348 1.6635 3.0119
H -4.5996 -1.6024 3.0126
H -3.3270 -2.8027 2.6533
H -3.5952 -1.4176 1.5266
H -3.6010 -1.2313 5.2758
H -1.9024 -0.7771 5.4919
H -2.3198 -2.4156 4.9695
H -4.0117 0.7071 3.7487
H -2.9933 0.9481 2.2803
H -2.3060 1.2051 3.9307
H 2.0869 -3.0522 2.9411
H 1.7716 -2.8711 1.1673
H 1.7308 -4.4826 1.9761
H 0.1219 -3.3885 4.5544
H -0.0134 -4.9726 3.6956
H -1.4538 -3.9537 3.8421
H -0.5253 -3.4364 0.2631
H -1.8774 -3.8284 1.3675
H -0.5309 -4.9918 1.1728
H 2.5733 -1.1386 3.5516
H 3.0167 0.5663 3.5852
H 2.4611 -0.1616 2.0315
H 0.7498 -0.9207 5.3400
H -0.3046 0.5603 5.2812
H 1.4413 0.7387 5.5163
H 0.7931 1.7413 1.9142
H 1.3411 2.3573 3.5163
H -0.3910 2.0082 3.2286
C 1.5849 0.5258 -0.4855
Ge 3.4752 0.9862 -0.4288
C 4.4327 -0.4419 -1.3475
C 3.9602 -0.8578 -2.6036
C 4.6076 -1.8764 -3.3086
C 5.7384 -2.4899 -2.7688
C 6.2220 -2.0827 -1.5245
C 5.5741 -1.0646 -0.8170
C 3.7636 2.5971 -1.4676
C 4.3826 3.7156 -0.8872
C 4.5907 4.8765 -1.6382
C 4.1819 4.9296 -2.9728
C 3.5651 3.8211 -3.5574
C 3.3568 2.6584 -2.8088
C 3.7873 1.4292 1.4445
C 4.6747 0.7302 2.2783
C 4.8365 1.1082 3.6159
C 4.1124 2.1830 4.1351
C 3.2204 2.8788 3.3186
C 3.0565 2.5021 1.9830
H 1.0048 1.3318 0.0060
H 3.0813 -0.4051 -3.0377
H 4.2307 -2.1906 -4.2735
H 6.2409 -3.2779 -3.3147
H 7.1032 -2.5538 -1.1084
H 5.9900 -0.7699 0.1233
H 4.7126 3.6947 0.1415
H 5.0701 5.7347 -1.1853
H 4.3429 5.8289 -3.5532
H 3.2467 3.8628 -4.5911
H 2.8723 1.8165 -3.2777
H 5.2373 -0.1086 1.9277
H 5.5226 0.5639 4.2520
H 4.2390 2.4731 5.1702
H 2.6545 3.7097 3.7198
H 2.3596 3.0529 1.3641
H 0.4243 -1.7374 -0.4855

Atoms 1-2, force components in eV/Å:
5.9 -5.5 1.7
0.1 -0.1 -0.4

## Properties
HOMO (spin up / spin down)	-2.72 / -2.71	eV
strongest force on any atom	13.73	eV/Å
DFT total energy	-154892.1191	eV
⟨S²⟩	0.76
multiplicity	2
charge	-1
frontier orbital gap (spin up / spin down)	5.000 / 4.985	eV


(5)
C37H56BF3N3O9PS | the ωB97M-V functional and the def2-TZVPD basis

Cartesian coordinates (Å):
C -1.1000 -3.7915 1.2938
C -0.6481 -4.4225 -0.0783
N 0.4506 -3.7030 -0.7840
C -0.0227 -2.6065 -1.6090
C -0.4662 -2.9147 -2.9867
C -0.9284 -1.8643 -3.9174
B -1.3516 -2.3911 -5.3784
O -2.6891 -2.7536 -5.7026
O -0.3457 -2.5222 -6.3653
C -0.9890 -0.4304 -3.5322
C -1.4329 0.6590 -4.5483
C -2.2989 1.8413 -3.9457
C -1.3528 3.1498 -3.9706
C -1.7281 4.2603 -2.8946
C -0.3726 5.0726 -2.6047
C 0.1776 4.8554 -1.1402
C -0.0637 6.1237 -0.2002
C 0.9784 6.2323 0.9735
O 2.0203 7.2226 0.7169
C 3.0909 6.6423 0.0404
C 4.0403 5.5741 0.6815
O 3.2999 6.9757 -1.0998
C -0.5623 -0.1415 -2.1491
N -0.5451 1.2246 -1.6199
C -0.1089 -1.1975 -1.2199
S 0.3817 -0.8064 0.5016
C 1.6810 -2.0451 0.7936
C 2.7796 -1.7091 1.7013
C 2.7082 -0.2969 2.3900
C 1.6022 -0.4490 3.5428
C 0.8343 0.8691 3.8237
F -0.5270 0.7815 4.1715
C 1.3844 2.1645 3.7933
F 1.2623 3.0018 2.7127
F 2.0620 2.5836 4.9219
C 3.8638 -2.6803 1.9226
P 5.3050 -2.3081 3.0676
N 4.7346 -1.7490 4.6184
O 6.0581 -0.9280 2.3862
C 3.7731 -3.9648 1.1981
C 2.6453 -4.3044 0.3139
C 2.5840 -5.6784 -0.4463
C 1.5433 -3.3327 0.0865
H -1.9613 -4.4179 1.6727
H -1.5272 -2.7805 1.0717
H -0.2899 -3.7813 2.0614
H -0.2637 -5.4697 0.1134
H -1.5182 -4.5273 -0.7735
H -0.4284 -3.9826 -3.3013
H -2.7551 -2.6176 -6.6688
H -0.7003 -2.1798 -7.2045
H -0.4819 1.0985 -4.9755
H -1.9938 0.2578 -5.4377
H -2.6804 1.6126 -2.9195
H -3.2080 2.0930 -4.5633
H -0.3327 2.7660 -3.6691
H -1.2261 3.5575 -5.0095
H -2.1426 3.8598 -1.9377
H -2.4094 4.9949 -3.4037
H -0.4777 6.1728 -2.7820
H 0.4212 4.7157 -3.3249
H 1.2909 4.6641 -1.0988
H -0.2895 3.9325 -0.6838
H -1.0863 6.0489 0.2562
H 0.0211 7.0789 -0.7916
H 1.4354 5.2509 1.2792
H 0.4350 6.6177 1.8817
H 3.9266 5.4840 1.7929
H 3.7897 4.5814 0.2193
H 5.1231 5.8014 0.4856
H 0.2614 1.3687 -1.0063
H -1.3673 1.2702 -1.0014
H 2.3838 0.5101 1.6895
H 3.6566 -0.0444 2.9315
H 0.8311 -1.1933 3.1826
H 2.0449 -0.8600 4.4897
H 5.0017 -0.7566 4.6879
H 5.2724 -2.2030 5.3664
H 5.5729 -0.7485 1.5560
H 4.6262 -4.6690 1.3734
H 1.7579 -6.3403 -0.0922
H 3.5901 -6.1798 -0.4410
H 2.3992 -5.4049 -1.5276
C -8.9107 2.4409 -4.1709
C -7.6191 1.6518 -4.1041
O -6.4851 2.4928 -4.3468
C -5.8646 3.2187 -3.3991
C -6.5403 3.4119 -2.0661
O -4.8191 3.7610 -3.6458
H -8.9500 3.2137 -3.4015
H -9.7709 1.7816 -4.0425
H -8.9965 2.9478 -5.1339
H -7.5085 1.1077 -3.1638
H -7.6153 0.9015 -4.8959
H -7.1182 4.3368 -2.0879
H -5.7706 3.4898 -1.2979
H -7.1832 2.5847 -1.7724
C 0.9345 -5.3959 5.2550
C 2.2129 -6.2081 5.2922
O 3.3596 -5.3756 5.0862
C 3.9897 -4.6996 6.0595
C 3.3204 -4.5495 7.4001
O 5.0431 -4.1628 5.8292
H 0.9056 -4.6544 6.0553
H 0.0633 -6.0457 5.3546
H 0.8601 -4.8487 4.3129
H 2.3126 -6.7920 6.2096
H 2.2067 -6.9252 4.4703
H 2.7560 -3.6157 7.4159
H 4.0927 -4.5132 8.1688
H 2.6660 -5.3781 7.6626

Atoms 1-2, force components in eV/Å:
-1.0 -0.5 -0.9
0.2 -1.0 0.8

## Properties
HOMO	-7.79	eV
strongest force on any atom	3.57	eV/Å
DFT total energy	-91123.1694	eV
frontier orbital gap	6.790	eV


(6)
C5H7NOS | the ωB97M-V functional and the def2-TZVPD basis

Cartesian coordinates (Å):
C 2.2145 -0.0757 0.0837
C 0.9976 -0.4207 -0.3516
C 0.7176 -1.8028 -0.9396
C -0.1702 0.4931 -0.1904
C -0.4367 1.4462 -1.2986
O 0.1226 1.4545 -2.3703
N -1.0791 0.5517 0.6857
S -1.0742 -0.5537 1.9786
H 2.3494 0.9014 0.5476
H 3.0541 -0.7656 0.1954
H 0.1464 -2.5043 -0.2587
H 1.7139 -2.2536 -1.1445
H 0.1798 -1.7067 -1.8661
H -1.3023 2.1365 -1.0703
H -2.3180 -0.2881 2.2807

Atoms 1-2, force components in eV/Å:
-0.7 0.3 0.7
0.3 -1.1 0.8

## Properties
HOMO	-9.52	eV
energy above the lowest of the compared OMol25 structures with the same formula, charge and spin	2.2287	eV
strongest force on any atom	1.47	eV/Å
DFT total energy	-19669.3740	eV
frontier orbital gap	9.457	eV


Q: What is the formula in the second record?
A: C3H7O